Record 1
{"formula": "C10H9Cl4NO2PbSSb", "method": "the ωB97M-V functional and the def2-TZVPD basis", "e_homo_ev": -4.83, "homo_lumo_gap_ha": 0.26937, "charge": -1, "elements": ["Pb", "Cl", "C", "C", "Cl", "C", "Cl", "C", "O", "C", "O", "C", "Cl", "C", "Sb", "C", "C", "H", "H", "H", "H", "H", "H", "H", "H", "H", "S", "C", "N"], "positions_angstrom": [[0.704, -0.107, -0.460], [3.344, -0.245, 5.985], [3.193, -0.136, 4.264], [4.301, 0.139, 3.481], [5.851, 0.381, 4.212], [4.164, 0.220, 2.091], [5.530, 0.551, 1.084], [2.933, 0.029, 1.474], [2.788, 0.075, 0.161], [1.792, -0.251, 2.279], [0.625, -0.441, 1.690], [1.946, -0.330, 3.658], [0.547, -0.685, 4.610], [-5.135, 0.233, 0.410], [-3.046, -0.038, -0.044], [-3.377, -1.719, -1.353], [-3.019, 1.402, -1.632], [-5.728, 0.216, -0.504], [-5.277, 1.190, 0.911], [-5.477, -0.560, 1.075], [-4.181, -1.504, -2.058], [-3.636, -2.604, -0.773], [-2.464, -1.928, -1.912], [-3.873, 1.256, -2.293], [-2.095, 1.298, -2.201], [-3.037, 2.411, -1.219], [-0.895, 4.711, -0.724], [-0.275, 3.234, -0.471], [0.162, 2.160, -0.302]], "nbo_charge": [1.382, 0.007, -0.106, -0.104, 0.007, -0.149, 0.006, 0.315, -0.852, 0.239, -0.831, -0.115, 0.007, -0.992, 1.011, -1.002, -0.997, 0.215, 0.226, 0.219, 0.215, 0.220, 0.221, 0.212, 0.228, 0.247, -0.284, 0.198, -0.743]}


Record 2
{"formula": "H7O3S", "method": "the ωB97M-V functional and the def2-TZVPD basis", "e_homo_ev": -3.70, "homo_lumo_gap_ha": 0.28556, "de_lowest_kcal_mol": 6.5, "charge": -1, "elements": ["S", "H", "H", "H", "O", "H", "H", "O", "H", "H", "O"], "positions_angstrom": [[-0.553, -2.041, -0.718], [-1.855, -2.227, -0.820], [1.391, 1.645, 0.057], [0.743, 1.397, 1.373], [1.119, 2.093, 0.857], [0.982, -1.001, 2.245], [-0.146, -1.007, 1.315], [0.146, -0.526, 2.127], [-1.260, 0.845, -1.937], [-0.098, -0.001, -2.058], [-0.469, 0.822, -2.440]], "nbo_charge": [-1.030, 0.101, 0.470, 0.492, -0.970, 0.455, 0.508, -1.004, 0.463, 0.499, -0.984]}


Record 3
{"formula": "C4H8S2", "method": "the ωB97M-V functional and the def2-TZVPD basis", "e_homo_ev": -8.67, "homo_lumo_gap_ha": 0.33943, "de_lowest_kcal_mol": 66.4, "elements": ["C", "C", "C", "C", "S", "H", "H", "H", "H", "H", "H", "S", "H", "H"], "positions_angstrom": [[-0.942, -0.894, -1.311], [-0.773, -1.277, 0.138], [-1.438, -0.010, -0.195], [-1.407, 1.477, 0.127], [-3.119, 0.618, 0.190], [-0.025, -0.734, -1.764], [-1.723, -1.551, -1.844], [-1.444, -2.002, 0.521], [0.255, -1.410, 0.570], [-1.221, 2.238, -0.656], [-0.930, 1.618, 1.164], [2.085, 0.999, 0.047], [2.140, -0.413, 0.288], [1.690, 0.722, -1.168]], "nbo_charge": [-0.420, -0.416, -0.157, -0.436, 0.088, 0.209, 0.224, 0.220, 0.210, 0.234, 0.237, -0.277, 0.154, 0.130]}


Record 4
{"formula": "C16H38O11S", "method": "the ωB97M-V functional and the def2-TZVPD basis", "e_homo_ev": -9.84, "homo_lumo_gap_ha": 0.36713, "elements": ["C", "C", "O", "O", "C", "C", "C", "C", "C", "O", "S", "O", "O", "O", "C", "O", "H", "H", "H", "H", "H", "H", "H", "H", "H", "H", "H", "H", "H", "H", "C", "C", "O", "H", "H", "H", "H", "H", "H", "C", "C", "O", "H", "H", "H", "H", "H", "H", "C", "C", "O", "H", "H", "H", "H", "H", "H", "C", "C", "O", "H", "H", "H", "H", "H", "H"], "positions_angstrom": [[-2.302, 4.943, -3.273], [-3.632, 4.508, -2.477], [-4.207, 5.374, -1.805], [-4.156, 3.194, -2.550], [-3.562, 2.354, -1.518], [-2.320, 1.571, -2.183], [-0.965, 1.666, -1.312], [-0.338, 0.195, -1.248], [1.234, 0.124, -1.468], [1.448, -1.329, -1.588], [2.777, -1.717, -2.541], [3.684, -2.356, -1.524], [2.439, -2.615, -3.703], [3.114, -0.103, -2.942], [1.862, 0.655, -2.841], [0.987, 0.264, -3.918], [-1.502, 5.195, -2.510], [-2.010, 4.077, -3.945], [-2.577, 5.820, -3.947], [-4.371, 1.599, -1.227], [-3.205, 2.926, -0.602], [-2.168, 2.015, -3.222], [-2.662, 0.495, -2.339], [-0.253, 2.475, -1.665], [-1.274, 1.942, -0.244], [-0.802, -0.527, -2.007], [-0.563, -0.252, -0.215], [1.938, 0.566, -0.693], [2.257, 1.726, -2.889], [1.594, 0.222, -4.695], [3.192, -5.990, -1.476], [1.908, -6.618, -1.981], [0.899, -5.626, -2.125], [3.026, -5.497, -0.516], [3.974, -6.744, -1.356], [3.546, -5.224, -2.171], [1.545, -7.368, -1.275], [2.065, -7.104, -2.950], [1.222, -4.971, -2.758], [-0.673, 4.822, 3.084], [-0.489, 3.460, 2.446], [0.319, 3.566, 1.279], [-1.140, 5.515, 2.380], [-1.297, 4.754, 3.978], [0.293, 5.253, 3.362], [-1.454, 3.043, 2.150], [-0.010, 2.763, 3.143], [1.174, 3.926, 1.547], [3.051, -4.209, 1.781], [3.535, -3.532, 3.048], [2.686, -3.865, 4.142], [2.027, -3.906, 1.551], [3.693, -3.954, 0.934], [3.042, -5.296, 1.902], [3.521, -2.447, 2.931], [4.557, -3.841, 3.290], [2.709, -4.824, 4.246], [-3.354, 1.687, 4.545], [-3.166, 0.327, 3.902], [-2.355, 0.440, 2.738], [-3.820, 2.382, 3.842], [-3.980, 1.615, 5.437], [-2.389, 2.118, 4.828], [-4.129, -0.090, 3.602], [-2.689, -0.371, 4.597], [-1.502, 0.800, 3.011]], "nbo_charge": [-0.735, 0.808, -0.550, -0.555, -0.080, -0.431, -0.421, -0.427, 0.073, -0.671, 2.376, -0.852, -0.848, -0.675, 0.329, -0.704, 0.247, 0.221, 0.252, 0.208, 0.189, 0.220, 0.215, 0.213, 0.220, 0.242, 0.241, 0.207, 0.197, 0.489, -0.637, -0.058, -0.726, 0.214, 0.205, 0.210, 0.171, 0.153, 0.468, -0.634, -0.068, -0.728, 0.219, 0.216, 0.199, 0.186, 0.148, 0.464, -0.642, -0.059, -0.723, 0.218, 0.224, 0.194, 0.174, 0.153, 0.460, -0.634, -0.061, -0.724, 0.212, 0.216, 0.193, 0.180, 0.160, 0.460]}


Record 5
{"formula": "C5H12N2O", "method": "the ωB97M-V functional and the def2-TZVPD basis", "e_homo_ev": -7.85, "homo_lumo_gap_ha": 0.17621, "de_lowest_kcal_mol": 203.4, "elements": ["O", "C", "C", "C", "C", "C", "N", "N", "H", "H", "H", "H", "H", "H", "H", "H", "H", "H", "H", "H"], "positions_angstrom": [[-2.824, 0.242, -0.950], [-2.160, -0.583, -0.340], [-1.663, -0.441, 0.987], [-0.162, 1.278, -2.019], [0.425, 0.086, -1.894], [1.642, 0.714, 1.163], [1.947, -0.599, 0.654], [-0.614, -1.192, 1.444], [-1.869, -1.532, -0.817], [-2.080, 0.321, 1.642], [0.402, 2.187, -2.197], [-1.243, 1.334, -1.879], [-0.041, -0.845, -2.213], [1.317, -0.068, -1.278], [1.418, 0.705, 2.242], [0.753, 1.106, 0.668], [2.454, 1.430, 0.971], [2.818, -0.904, 1.080], [0.368, -1.100, 1.057], [-0.887, -2.139, 1.678]], "nbo_charge": [-0.504, 0.282, 0.149, -0.388, -0.404, -0.478, -0.666, -0.906, 0.124, 0.181, 0.198, 0.217, 0.192, 0.238, 0.199, 0.191, 0.214, 0.334, 0.413, 0.412]}


Record 6
{"formula": "C3H4HgMgO3", "method": "the ωB97M-V functional and the def2-TZVPD basis", "e_homo_ev": [-17.62, -17.61], "homo_lumo_gap_ha": [0.29778, 0.22622], "de_lowest_kcal_mol": 9.6, "spin_multiplicity": 3, "charge": 2, "elements": ["O", "C", "C", "H", "H", "H", "H", "Mg", "O", "C", "O", "Hg"], "positions_angstrom": [[0.443, 0.343, -1.760], [0.998, -0.627, -1.126], [2.036, -0.182, -0.245], [-1.139, -0.973, 0.441], [1.193, -1.546, -1.702], [1.970, 0.870, 0.046], [2.722, -0.916, 0.173], [-1.220, 1.316, -1.658], [-2.323, 0.585, -0.232], [-2.109, -0.207, 0.721], [-2.155, 0.085, 1.911], [-0.415, 1.250, 3.432]], "nbo_charge": [-0.806, 0.282, -0.131, 0.040, 0.233, 0.204, 0.245, 1.906, -0.955, 0.732, -0.693, 0.943]}


Record 7
{"formula": "C34H31FeN6O3P2S2", "method": "the ωB97M-V functional and the def2-TZVPD basis", "e_homo_ev": [-13.94, -14.16], "homo_lumo_gap_ha": [0.33018, 0.23677], "de_lowest_kcal_mol": 0.0, "spin_multiplicity": 6, "charge": 2, "elements": ["Fe", "N", "P", "C", "C", "C", "C", "C", "C", "C", "C", "C", "C", "C", "C", "P", "C", "C", "C", "C", "C", "C", "C", "C", "C", "C", "C", "C", "H", "H", "H", "H", "H", "H", "H", "H", "H", "H", "H", "H", "H", "H", "H", "H", "H", "H", "H", "H", "H", "C", "C", "N", "N", "C", "S", "N", "N", "H", "H", "H", "H", "H", "H", "O", "C", "N", "S", "O", "O", "C", "C", "C", "C", "C", "C", "H", "H", "H", "H"], "positions_angstrom": [[-0.737, -1.345, -0.719], [0.742, 1.667, -0.402], [0.160, 1.254, 1.111], [0.927, 2.301, 2.320], [0.640, 3.670, 2.312], [1.281, 4.495, 3.221], [2.185, 3.956, 4.129], [2.457, 2.595, 4.141], [1.829, 1.756, 3.234], [-1.613, 1.421, 1.119], [-2.248, 1.582, 2.358], [-3.627, 1.670, 2.412], [-4.377, 1.551, 1.247], [-3.752, 1.368, 0.022], [-2.370, 1.307, -0.048], [0.549, 0.538, -1.660], [-0.209, 1.406, -3.037], [-1.376, 0.870, -3.580], [-1.985, 1.487, -4.664], [-1.428, 2.639, -5.197], [-0.262, 3.176, -4.659], [0.355, 2.558, -3.587], [2.213, 0.097, -2.205], [3.323, 0.279, -1.383], [4.573, -0.171, -1.795], [4.707, -0.815, -3.015], [3.599, -1.001, -3.836], [2.354, -0.543, -3.440], [1.308, 2.505, -0.500], [-0.082, 4.083, 1.618], [1.068, 5.555, 3.228], [2.677, 4.607, 4.840], [3.152, 2.186, 4.861], [2.010, 0.690, 3.248], [-1.657, 1.655, 3.262], [-4.118, 1.825, 3.363], [-5.457, 1.608, 1.292], [-4.339, 1.290, -0.883], [-1.897, 1.221, -1.019], [-1.811, -0.033, -3.162], [-2.887, 1.070, -5.089], [-1.899, 3.122, -6.042], [0.167, 4.073, -5.085], [1.276, 2.971, -3.189], [3.222, 0.790, -0.431], [5.440, -0.004, -1.169], [5.680, -1.161, -3.338], [3.715, -1.490, -4.794], [1.493, -0.672, -4.087], [4.208, -3.762, -0.504], [3.059, -3.828, -1.434], [2.996, -4.511, -2.529], [1.744, -4.264, -3.022], [1.029, -3.444, -2.263], [-0.577, -2.936, -2.489], [1.866, -3.152, -1.237], [1.511, -2.283, -0.207], [5.009, -4.382, -0.898], [3.931, -4.134, 0.483], [4.572, -2.738, -0.405], [1.434, -4.721, -3.866], [1.366, -2.801, 0.656], [2.264, -1.611, -0.081], [-0.033, -0.785, 2.710], [-1.025, -1.424, 2.357], [-1.099, -2.094, 1.169], [-2.634, -2.636, 0.875], [-2.939, -1.930, -0.375], [-2.766, -4.052, 0.887], [-3.348, -1.949, 2.322], [-4.656, -2.005, 2.762], [-4.905, -1.518, 4.041], [-3.875, -1.027, 4.842], [-2.567, -0.983, 4.377], [-2.317, -1.449, 3.098], [-5.449, -2.414, 2.152], [-5.915, -1.539, 4.426], [-4.101, -0.683, 5.842], [-1.757, -0.605, 4.987]], "mulliken_spin": [3.621, 0.151, 0.254, 0.126, 0.007, 0.004, -0.002, 0.006, 0.026, 0.207, 0.040, -0.011, 0.054, -0.006, 0.066, 0.112, -0.044, 0.026, 0.007, 0.001, 0.002, -0.009, 0.006, 0.004, 0.001, 0.002, -0.002, 0.000, -0.004, 0.001, 0.001, 0.000, 0.000, 0.004, 0.003, 0.000, -0.001, 0.001, -0.063, 0.035, 0.000, 0.000, 0.000, -0.001, 0.006, 0.000, 0.000, 0.000, -0.001, 0.003, -0.003, 0.001, 0.007, -0.001, 0.080, 0.007, 0.042, 0.000, -0.001, -0.001, -0.001, 0.001, -0.009, 0.061, 0.015, 0.062, 0.016, 0.057, 0.002, 0.005, 0.000, 0.007, -0.003, 0.006, 0.014, 0.000, 0.001, 0.000, -0.001]}


Record 8
{"formula": "C4H12S2", "method": "the ωB97M-V functional and the def2-TZVPD basis", "e_homo_ev": -8.15, "homo_lumo_gap_ha": 0.31639, "de_lowest_kcal_mol": 18.3, "elements": ["C", "C", "C", "H", "H", "H", "H", "H", "H", "H", "H", "C", "S", "S", "H", "H", "H", "H"], "positions_angstrom": [[0.648, -1.795, 1.470], [0.256, -1.543, 2.935], [-0.503, -2.669, 3.626], [1.431, -2.548, 1.364], [1.103, -0.886, 1.067], [-0.198, -1.952, 0.799], [-0.542, -0.795, 2.809], [1.071, -0.979, 3.392], [-1.012, -2.288, 4.508], [-1.196, -3.035, 2.860], [-0.003, -3.613, 3.852], [-0.663, 2.249, -0.208], [-0.952, 1.339, -1.813], [1.019, 0.723, -2.080], [0.223, 1.788, 0.222], [-1.529, 2.220, 0.443], [-0.447, 3.274, -0.491], [0.833, 0.217, -3.296]], "nbo_charge": [-0.607, -0.401, -0.611, 0.200, 0.204, 0.205, 0.187, 0.203, 0.210, 0.205, 0.203, -0.708, 0.049, -0.157, 0.224, 0.233, 0.220, 0.142]}


Record 9
{"formula": "C30H53F5N2O4RuSSb2Si3", "method": "the ωB97M-V functional and the def2-TZVPD basis", "e_homo_ev": [-6.89, -7.88], "homo_lumo_gap_ha": [0.26863, 0.27676], "de_lowest_kcal_mol": 0.0, "spin_multiplicity": 5, "elements": ["Ru", "C", "Sb", "C", "C", "C", "C", "C", "C", "N", "Si", "C", "C", "C", "C", "C", "C", "C", "C", "C", "N", "Si", "C", "C", "C", "Si", "C", "C", "C", "H", "H", "H", "H", "H", "H", "H", "H", "H", "H", "H", "H", "H", "H", "H", "H", "H", "H", "H", "H", "H", "H", "H", "H", "H", "H", "H", "H", "H", "H", "H", "H", "H", "H", "H", "H", "H", "H", "F", "C", "F", "C", "F", "F", "F", "O", "S", "O", "O", "O", "C", "C", "Sb", "C", "C", "C", "C", "H", "H", "H", "H", "H", "H", "H", "H", "H", "H", "H", "H", "H", "H", "H"], "positions_angstrom": [[-0.424, -0.242, 0.736], [0.617, -4.566, -1.671], [-0.056, -2.555, -1.746], [-0.715, -2.331, 0.260], [0.143, -2.931, 1.344], [-0.268, -2.923, 2.690], [0.642, -3.227, 3.672], [1.941, -3.557, 3.345], [2.233, -3.649, 1.985], [1.387, -3.321, 1.004], [-2.570, -2.648, 0.127], [-3.393, -2.727, 1.823], [-3.356, -1.229, -0.824], [-3.049, -4.258, -0.751], [1.788, -1.239, -1.835], [2.491, -0.879, -0.489], [3.867, -1.036, -0.341], [4.557, -0.716, 0.804], [3.837, -0.276, 1.909], [2.453, -0.168, 1.743], [1.826, -0.382, 0.573], [1.227, 0.326, -2.803], [1.136, -0.035, -4.659], [-0.493, 0.929, -2.374], [2.587, 1.577, -2.404], [2.937, -2.247, -2.967], [4.296, -1.226, -3.807], [3.777, -3.641, -2.026], [2.008, -3.016, -4.446], [-0.187, -5.103, -1.112], [1.550, -4.650, -1.129], [0.721, -4.963, -2.684], [-1.289, -2.681, 2.911], [0.294, -3.207, 4.693], [2.695, -3.802, 4.081], [3.211, -4.002, 1.670], [-3.244, -1.890, 2.508], [-3.134, -3.672, 2.312], [-4.475, -2.758, 1.661], [-3.491, -0.297, -0.256], [-4.321, -1.581, -1.181], [-2.793, -0.984, -1.728], [-2.584, -5.153, -0.317], [-2.867, -4.236, -1.829], [-4.148, -4.304, -0.583], [4.461, -1.364, -1.198], [5.636, -0.819, 0.818], [4.338, -0.035, 2.836], [1.852, 0.158, 2.585], [0.307, -0.716, -4.894], [2.004, -0.349, -5.216], [0.877, 0.959, -5.072], [-0.663, 0.961, -1.285], [-1.263, 0.308, -2.816], [-0.679, 1.941, -2.731], [3.554, 1.136, -2.683], [2.610, 1.828, -1.344], [2.473, 2.489, -3.002], [4.994, -0.764, -3.099], [3.953, -0.405, -4.428], [4.903, -1.907, -4.437], [3.477, -3.703, -0.993], [4.856, -3.490, -2.093], [3.551, -4.600, -2.531], [1.943, -2.298, -5.258], [1.005, -3.423, -4.292], [2.665, -3.827, -4.781], [0.475, 1.939, 2.259], [0.187, 2.997, 1.478], [0.213, 2.552, 0.174], [1.384, 3.963, 1.672], [1.534, 4.313, 2.961], [1.274, 5.082, 0.951], [2.514, 3.360, 1.295], [-2.115, 1.422, 1.296], [-2.330, 0.982, 2.785], [-3.671, 0.544, 3.055], [-1.331, -0.066, 2.961], [-1.942, 2.232, 3.525], [-4.980, 3.162, 1.266], [-3.934, 3.886, 2.095], [-1.874, 3.781, 1.701], [-1.989, 4.471, -0.274], [-2.734, 3.540, -1.219], [-1.366, 5.431, 2.920], [-1.285, 5.127, 4.400], [-5.886, 3.056, 1.859], [-4.642, 2.160, 1.012], [-5.218, 3.696, 0.351], [-3.967, 3.584, 3.141], [-4.043, 4.973, 2.095], [-0.994, 4.680, -0.661], [-2.536, 5.417, -0.162], [-2.201, 2.591, -1.302], [-2.727, 4.017, -2.204], [-3.743, 3.345, -0.905], [-2.144, 6.154, 2.704], [-0.447, 5.853, 2.501], [-2.168, 4.607, 4.746], [-1.130, 6.047, 4.958], [-0.405, 4.498, 4.589]], "mulliken_spin": [3.315, 0.021, 0.035, 0.106, -0.160, 0.056, -0.024, 0.042, -0.013, 0.043, 0.008, 0.011, 0.089, 0.018, 0.115, -0.070, -0.006, 0.003, -0.006, 0.046, 0.041, 0.009, 0.000, 0.030, 0.002, 0.003, 0.001, 0.000, 0.001, -0.001, -0.003, 0.001, 0.007, -0.001, 0.002, 0.002, -0.003, 0.001, 0.001, -0.031, 0.002, -0.006, -0.001, 0.000, 0.001, 0.000, 0.000, 0.000, 0.011, 0.000, 0.000, 0.001, 0.106, 0.001, -0.004, 0.000, -0.001, 0.000, 0.000, 0.000, 0.000, 0.000, 0.000, 0.000, 0.000, 0.000, 0.000, 0.008, 0.027, 0.029, -0.001, 0.000, 0.000, 0.000, 0.065, -0.003, 0.006, 0.049, 0.000, 0.002, 0.002, 0.003, 0.001, 0.001, 0.000, 0.000, 0.000, -0.002, 0.000, 0.000, 0.000, 0.000, 0.000, 0.011, 0.000, 0.000, 0.000, 0.000, 0.000, 0.000, 0.000]}